[1]
ORCA calculation (the ωB97M-V functional and the def2-TZVPD basis) on a 2-piece molecular cluster, C2H7S2 overall.

## Properties
- Multiplicity: 1
- F_max: 0.883 eV/A
- Total charge: -1
- Energy above the lowest of the compared OMol25 structures with the same formula, charge and spin: 0.394 eV

XYZ file:
```
11
Properties=species:S:1:pos:R:3:forces:R:3
S -1.647 0.059 1.873 -0.32 0.10 0.52
H -2.155 0.369 3.077 -0.03 0.07 -0.01
C 0.059 -1.067 -0.339 -0.37 0.66 -0.46
C 0.790 0.281 -0.324 -0.05 -0.21 0.27
S 0.582 1.013 -1.968 0.15 0.42 -0.21
H 0.401 -1.713 -1.152 0.37 -0.24 0.27
H -1.010 -0.884 -0.552 0.48 -0.01 0.25
H 0.107 -1.473 0.667 0.10 -0.44 -0.21
H 0.296 0.895 0.435 0.05 0.00 -0.20
H 1.859 0.203 -0.062 -0.39 -0.12 -0.24
H 0.719 2.317 -1.655 0.01 -0.23 0.01
```
Forces are in eV/Å.

[2]
ORCA calculation (the ωB97M-V functional and the def2-TZVPD basis) on C34H40IrN4O4S as an isolated structure.

## Properties
- Multiplicity: 2
- F_max: 0.734 eV/A
- Total charge: 0
- Expectation value of S²: 0.7605
- Energy above the lowest of the compared OMol25 structures with the same formula, charge and spin: 0.000 eV

XYZ file:
```
84
Properties=species:S:1:pos:R:3:forces:R:3
Ir 0.726 -0.043 0.881 -0.14 0.03 -0.27
C 0.994 -4.100 3.487 0.00 -0.02 -0.01
C 0.280 -4.124 2.134 -0.01 0.01 0.02
C 0.117 -5.551 1.612 0.00 0.00 0.00
C -1.053 -3.413 2.228 -0.04 -0.05 -0.04
C -2.052 -3.902 3.064 0.02 0.00 -0.01
C -3.270 -3.258 3.205 -0.01 -0.01 0.00
C -3.489 -2.080 2.516 0.02 0.01 -0.01
C -2.511 -1.559 1.666 -0.01 0.00 0.04
C -2.826 -0.242 1.039 0.02 0.09 0.07
C -2.609 0.009 -0.427 0.00 -0.06 -0.06
C -2.143 0.834 3.284 -0.31 0.11 0.02
C -1.291 -2.241 1.497 0.09 0.07 0.01
N -0.304 -1.734 0.635 0.09 0.05 -0.14
C -0.261 -2.224 -0.661 0.04 0.08 -0.03
C 0.467 -1.538 -1.561 -0.04 -0.25 0.21
N 1.107 -0.351 -1.191 -0.17 -0.13 0.44
C 2.018 0.170 -2.087 -0.04 0.41 -0.11
C 2.992 1.155 -1.715 -0.04 -0.02 0.09
C 4.056 1.481 -2.548 0.00 -0.05 -0.06
C 4.201 0.925 -3.801 -0.01 0.05 0.03
C 3.134 0.177 -4.261 -0.03 -0.21 -0.08
C 2.026 -0.149 -3.489 0.13 -0.10 -0.16
C 0.848 -0.727 -4.283 -0.22 0.23 -0.12
C 0.473 0.178 -5.468 -0.05 0.06 0.05
C 1.107 -2.139 -4.833 0.01 0.16 -0.02
C 2.926 2.046 -0.499 -0.10 -0.12 -0.07
C 1.038 3.280 -1.474 -0.05 -0.21 -0.05
C 3.539 1.522 0.783 -0.04 -0.20 0.06
H 1.977 -4.566 3.403 -0.01 0.00 0.00
H 0.427 -4.648 4.244 0.00 0.00 0.00
H 1.126 -3.078 3.843 0.00 0.02 0.00
H 0.888 -3.565 1.423 0.01 -0.01 0.00
H -0.464 -6.166 2.304 0.00 0.00 -0.01
H 1.093 -6.023 1.490 0.00 0.00 0.00
H -0.389 -5.563 0.645 0.00 0.00 0.00
H -1.867 -4.809 3.628 0.00 0.01 0.00
H -4.030 -3.657 3.863 0.00 0.00 -0.01
H -4.425 -1.547 2.645 0.01 0.00 0.00
H -3.838 0.037 1.338 0.02 0.04 -0.02
H -1.553 0.015 -0.692 0.01 -0.01 0.02
H -3.087 0.936 -0.741 0.00 0.00 -0.01
H -3.083 -0.815 -0.961 0.00 -0.01 -0.01
H -1.941 -0.176 3.618 -0.26 0.15 -0.06
H -3.160 1.150 3.509 -0.06 0.04 -0.05
H -1.402 1.509 3.697 -0.15 0.02 -0.04
H -0.800 -3.128 -0.924 0.02 0.00 0.04
H 0.581 -1.955 -2.539 0.16 -0.12 0.19
H 4.775 2.215 -2.199 0.00 -0.01 0.00
H 5.047 1.151 -4.434 0.01 0.00 0.02
H 3.144 -0.148 -5.295 -0.03 0.00 -0.03
H -0.036 -0.718 -3.642 0.16 -0.04 -0.20
H 1.180 0.105 -6.295 0.08 0.02 0.02
H 0.415 1.224 -5.165 -0.02 0.01 0.00
H -0.504 -0.122 -5.854 0.01 0.01 -0.02
H 1.904 -2.089 -5.578 -0.02 -0.03 0.00
H 0.217 -2.534 -5.327 0.00 0.02 0.01
H 1.428 -2.852 -4.078 0.00 -0.04 0.14
H 3.470 2.961 -0.748 -0.01 -0.02 -0.04
H 1.473 2.843 -2.370 0.01 0.00 -0.02
H 1.303 4.334 -1.390 0.00 -0.01 0.01
H -0.040 3.155 -1.510 -0.01 -0.01 -0.02
H 3.130 0.559 1.107 -0.02 0.11 -0.07
H 3.479 2.240 1.601 -0.01 0.01 -0.02
H 4.595 1.364 0.549 0.00 0.03 0.03
O 1.537 2.554 -0.336 0.28 0.48 0.25
C 0.690 1.948 0.988 0.07 -0.35 0.01
C -0.608 2.707 0.994 0.01 0.12 0.00
C -0.602 4.091 0.775 0.03 -0.04 0.01
C -1.767 4.819 0.742 -0.03 0.00 -0.05
C -3.007 4.251 0.972 -0.01 -0.06 0.00
C -3.031 2.909 1.290 -0.04 0.02 -0.01
C -1.856 2.172 1.308 -0.08 -0.13 0.12
O -1.959 0.847 1.820 -0.27 0.11 -0.20
N -1.686 6.268 0.461 0.02 -0.04 0.22
O -0.590 6.735 0.241 0.11 0.03 -0.10
O -2.721 6.896 0.490 -0.12 0.05 -0.07
H 1.312 2.415 1.762 0.04 -0.05 -0.08
H 0.335 4.606 0.626 -0.01 0.00 -0.01
H -3.903 4.851 0.933 0.00 0.00 0.01
H -3.968 2.424 1.532 0.01 0.00 0.02
S -0.121 -0.232 5.612 0.05 -0.09 -0.05
C 0.234 -0.192 4.019 0.69 -0.11 0.24
N 0.436 -0.111 2.874 0.21 -0.07 0.03
```
Forces are in eV/Å.